(1)
This record from the Open Molecules 2025 dataset describes C7H16Cl as an isolated structure in a non-equilibrium geometry. The level of theory is the ωB97M-V functional and the def2-TZVPD basis.

## Properties
Spin multiplicity ... 2
Kohn-Sham gap (spin up / spin down) ... 10.69 / 6.51 eV
<S²> ... 0.7553
HOMO (spin up / spin down) ... -9.57 / -9.31 eV
Total charge ... 0
Relative energy (zero: lowest compared OMol25 entry of this formula, charge and spin) ... 187.4 kJ/mol
Electronic energy ... -736.37812 a.u.

The geometry in XYZ format:
```
24
Properties=species:S:1:pos:R:3:lowdin_spin:R:1
Cl -1.093 -0.357 1.988 0.526
H -2.395 -0.987 1.310 0.066
C -2.920 -1.076 0.172 0.264
C -1.826 -0.300 -0.539 0.060
C -0.911 -1.066 -1.468 0.011
C 0.487 -0.431 -1.518 -0.001
C 1.473 -1.224 -2.364 0.000
C 2.820 -0.523 -2.402 0.000
C 3.825 -1.224 -3.317 0.000
H -2.920 -2.122 -0.126 0.014
H -3.866 -0.630 0.144 0.015
H -2.159 0.644 -0.997 0.009
H -1.165 0.036 0.323 0.032
H -0.825 -2.119 -1.131 0.001
H -1.347 -1.079 -2.492 0.004
H 0.416 0.580 -1.929 0.000
H 0.872 -0.343 -0.497 0.001
H 1.596 -2.246 -1.967 0.000
H 1.067 -1.324 -3.380 0.000
H 2.679 0.516 -2.727 0.000
H 3.231 -0.496 -1.386 0.000
H 4.782 -0.680 -3.307 0.000
H 4.012 -2.251 -2.995 0.000
H 3.464 -1.247 -4.355 0.000
```

---

(2)
This record from the Open Molecules 2025 dataset describes C7H16Cl2IrN2O2PS as an isolated structure in a non-equilibrium geometry. The level of theory is the ωB97M-V functional and the def2-TZVPD basis.

## Properties
Spin multiplicity ... 5
Kohn-Sham gap (spin up / spin down) ... 7.35 / 6.14 eV
<S²> ... 6.0174
HOMO (spin up / spin down) ... -13.63 / -17.30 eV
Total charge ... +2
Relative energy (zero: lowest compared OMol25 entry of this formula, charge and spin) ... 27.4 kJ/mol
Electronic energy ... -2299.92094 a.u.

The geometry in XYZ format:
```
32
Properties=species:S:1:pos:R:3:lowdin_spin:R:1
C -0.316 -3.680 -3.025 0.005
C -0.460 -2.634 -2.000 0.014
H -1.305 -3.994 -3.382 0.001
H 0.187 -4.548 -2.574 0.001
H 0.278 -3.306 -3.872 0.001
O -1.435 -1.997 -1.678 0.015
Cl 1.144 -2.335 -1.130 0.212
Ir 0.590 -0.707 0.442 1.722
P 0.258 1.224 -0.792 0.189
C -1.210 2.177 -0.351 0.023
C 1.653 2.377 -0.648 0.040
H 1.060 0.285 -2.875 0.000
H 0.060 1.764 -3.123 0.008
H -0.737 0.188 -2.744 0.000
C 0.148 0.819 -2.560 0.039
H 2.591 1.816 -0.687 0.007
H 1.601 3.083 -1.485 0.005
H -1.313 3.009 -1.059 0.005
H -1.090 2.571 0.663 0.001
H 1.593 2.919 0.300 0.003
H -2.100 1.540 -0.395 0.001
C -1.226 -0.964 0.685 0.146
O -2.367 -1.043 0.904 0.080
Cl 2.965 -0.620 0.279 0.741
N -0.385 1.366 4.179 0.041
C 0.116 0.318 3.515 0.088
N -0.234 -0.912 3.892 0.045
S 1.258 0.585 2.256 0.545
H -0.856 1.202 5.063 0.002
H -0.014 2.284 3.988 0.004
H 0.151 -1.708 3.390 0.012
H -0.605 -1.081 4.821 0.002
```

---

(3)
This record from the Open Molecules 2025 dataset describes C7H16F3N2O7RbS as an isolated structure in a non-equilibrium geometry. The level of theory is the ωB97M-V functional and the def2-TZVPD basis.

## Properties
Kohn-Sham gap ... 3.80 eV
HOMO ... 0.19 eV
Total charge ... -2
Electronic energy ... -1634.37178 a.u.

The geometry in XYZ format:
```
37
Properties=species:S:1:pos:R:3:mulliken_charge:R:1
Rb -0.944 0.382 0.091 0.829
O -2.591 2.877 -0.306 -1.044
H -2.372 2.808 0.620 0.086
O -2.936 -0.099 -1.767 -1.021
H -3.327 -0.802 -1.239 0.093
C 1.874 -3.908 -0.097 0.549
F 2.354 -5.154 0.080 -0.253
F 2.899 -3.090 -0.365 -0.227
F 1.075 -3.940 -1.182 -0.221
S 0.953 -3.298 1.424 1.062
O 0.004 -4.338 1.696 -0.673
O 2.024 -3.136 2.387 -0.687
O 0.365 -2.040 0.952 -0.484
C 0.261 2.451 3.196 0.111
O 0.183 2.046 2.048 -0.502
N -0.810 2.877 3.896 0.172
C -2.156 2.851 3.353 -0.875
C -0.628 3.533 5.170 -0.935
H 1.227 2.470 3.719 0.281
H -2.399 3.816 2.907 0.354
H -2.847 2.578 4.150 0.336
H -2.248 2.123 2.554 0.147
H -1.175 4.480 5.194 0.318
H -1.063 2.928 5.983 0.301
H 0.406 3.682 5.470 0.299
C 0.708 -0.791 -2.648 0.516
O 1.052 0.210 -2.059 -0.680
N 0.995 -0.980 -3.967 0.136
C 0.464 -2.116 -4.684 -1.014
C 1.768 -0.058 -4.755 -0.961
H 0.167 -1.656 -2.246 0.155
H -0.087 -1.754 -5.557 0.348
H -0.268 -2.635 -4.065 0.299
H 1.224 -2.845 -4.982 0.304
H 1.153 0.416 -5.532 0.305
H 2.165 0.744 -4.141 0.283
H 2.529 -0.629 -5.296 0.295
```

---

(4)
This record from the Open Molecules 2025 dataset describes an isolated ion of composition C7H16FN2 and charge +1 in a non-equilibrium geometry. The level of theory is the ωB97M-V functional and the def2-TZVPD basis.

## Properties
Kohn-Sham gap ... 10.46 eV
HOMO ... -13.84 eV
Total charge ... +1
Relative energy (zero: lowest compared OMol25 entry of this formula, charge and spin) ... 90.5 kJ/mol
SMILES string ... C[C@H](N)CC(=[NH2+])C(C)(C)F
Electronic energy ... -485.40485 a.u.

The geometry in XYZ format:
```
26
Properties=species:S:1:pos:R:3:nbo_charge:R:1
C -0.397 0.337 0.171 0.466
C 2.975 -0.991 -0.958 -0.626
C -2.558 -0.672 1.391 -0.673
C -2.818 0.729 -0.675 -0.672
C 0.606 -0.506 -0.481 -0.545
C 2.058 0.180 -0.584 -0.050
C -2.025 -0.343 -0.029 0.399
N 0.025 1.338 0.836 -0.664
N 2.339 0.876 0.628 -0.833
F -1.883 -1.369 -0.867 -0.321
H 3.381 -1.536 -0.107 0.216
H 3.949 -0.666 -1.473 0.235
H 2.459 -1.689 -1.570 0.228
H -1.873 -0.404 2.171 0.224
H -2.670 -1.728 1.426 0.250
H -3.538 -0.295 1.630 0.245
H -3.884 0.428 -0.856 0.255
H -2.858 1.729 -0.130 0.231
H -2.343 0.843 -1.643 0.226
H 0.214 -0.864 -1.500 0.284
H 0.640 -1.410 0.062 0.263
H 2.083 0.792 -1.417 0.215
H -0.712 1.916 1.179 0.408
H 2.790 0.182 1.229 0.394
H 1.060 1.496 0.916 0.439
H 2.978 1.626 0.651 0.406
```

---

(5)
This record from the Open Molecules 2025 dataset describes an isolated molecule of C7H16FO3P. The level of theory is the ωB97M-V functional and the def2-TZVPD basis.

## Properties
Kohn-Sham gap ... 9.78 eV
HOMO ... -9.01 eV
Total charge ... 0
SMILES string ... COC[PH2](F)CCCOC(C)=O
Electronic energy ... -943.23192 a.u.

The geometry in XYZ format:
```
28
Properties=species:S:1:pos:R:3:nbo_charge:R:1
C 2.096 -2.086 0.559 -0.246
O 0.829 -2.669 0.327 -0.560
C -0.299 -1.908 0.728 -0.403
P -1.112 -1.211 -0.828 1.263
F -1.715 -0.666 -2.325 -0.654
C -2.377 -0.224 0.069 -0.725
C -1.872 0.909 0.974 -0.417
C -1.029 1.958 0.279 -0.081
O 0.285 1.408 0.066 -0.536
C 1.124 2.175 -0.660 0.800
C 2.454 1.508 -0.856 -0.719
O 0.836 3.278 -1.042 -0.584
H 2.648 -2.672 1.304 0.178
H 2.008 -1.053 0.916 0.169
H 2.678 -2.078 -0.370 0.180
H -0.016 -1.150 1.468 0.176
H -1.016 -2.592 1.207 0.183
H 0.126 -0.735 -1.278 -0.041
H -1.484 -2.503 -1.218 -0.028
H -2.947 -0.948 0.666 0.240
H -3.060 0.188 -0.677 0.250
H -1.336 0.520 1.845 0.213
H -2.756 1.427 1.368 0.223
H -1.454 2.243 -0.689 0.202
H -0.946 2.863 0.889 0.199
H 2.865 1.170 0.100 0.235
H 3.135 2.218 -1.326 0.241
H 2.337 0.630 -1.499 0.240
```

---

(6)
This record from the Open Molecules 2025 dataset describes a 2-piece molecular cluster, C7H16N overall. The level of theory is the ωB97M-V functional and the def2-TZVPD basis.

## Properties
Kohn-Sham gap ... 8.59 eV
HOMO ... -14.07 eV
Total charge ... +1
Relative energy (zero: lowest compared OMol25 entry of this formula, charge and spin) ... 173.7 kJ/mol
Electronic energy ... -330.76247 a.u.

The geometry in XYZ format:
```
24
Properties=species:S:1:pos:R:3:nbo_charge:R:1
C -3.415 -1.156 0.379 -0.601
C -0.623 1.517 -0.032 -0.617
C -1.383 0.336 0.558 -0.394
C -2.604 -0.038 -0.269 -0.392
H -2.731 -1.949 0.679 0.196
H -4.136 -1.597 -0.301 0.223
H -3.884 -0.799 1.290 0.211
H 0.333 1.711 0.454 0.189
H -1.210 2.423 0.074 0.234
H -0.440 1.355 -1.101 0.184
H -1.718 0.589 1.570 0.211
H -0.745 -0.543 0.707 0.170
H -3.200 0.858 -0.441 0.206
H -2.272 -0.362 -1.260 0.189
C 2.239 -0.548 0.166 -0.087
C 2.588 -1.423 1.093 -0.279
C 3.054 0.922 -1.544 0.117
N 3.260 0.101 -0.595 -0.394
H 1.237 -0.291 -0.139 0.249
H 3.630 -1.686 1.232 0.217
H 1.863 -1.887 1.738 0.253
H 3.883 1.414 -2.033 0.238
H 2.044 1.151 -1.872 0.235
H 4.228 -0.099 -0.353 0.445
```

---

(7)
This record from the Open Molecules 2025 dataset describes a 2-piece molecular cluster, C7H16N2 overall in a non-equilibrium geometry. The level of theory is the ωB97M-V functional and the def2-TZVPD basis.

## Properties
Kohn-Sham gap ... 10.04 eV
HOMO ... -9.18 eV
Total charge ... 0
Relative energy (zero: lowest compared OMol25 entry of this formula, charge and spin) ... 197.9 kJ/mol
SMILES string ... C/N=C(\C)C(C)C.C=N
Electronic energy ... -385.76521 a.u.

The geometry in XYZ format:
```
25
Properties=species:S:1:pos:R:3:nbo_charge:R:1
C -0.112 -0.096 0.214 0.354
C -0.256 -1.110 -0.905 -0.282
C 0.806 0.253 2.391 -0.461
C -1.238 0.873 0.462 -0.724
C -1.192 -2.237 -0.452 -0.592
C -0.737 -0.509 -2.226 -0.606
N 0.792 -0.369 1.094 -0.446
C 2.156 1.380 -0.204 -0.007
N 2.100 2.442 0.463 -0.659
H 1.525 1.145 -1.112 0.137
H 0.741 -1.539 -1.045 0.223
H 1.480 3.173 0.121 0.336
H 2.855 0.601 0.056 0.178
H 1.550 -0.260 3.001 0.205
H -0.169 0.226 2.889 0.183
H 1.105 1.306 2.314 0.221
H -1.770 0.595 1.374 0.234
H -1.973 0.886 -0.339 0.223
H -0.825 1.868 0.626 0.233
H -0.608 -1.234 -3.027 0.217
H -2.198 -1.859 -0.273 0.198
H -0.820 -2.691 0.461 0.221
H -1.257 -3.002 -1.221 0.212
H -0.166 0.382 -2.481 0.204
H -1.788 -0.227 -2.180 0.200
```

---

(8)
This record from the Open Molecules 2025 dataset describes an isolated molecule of C7H16N2 in a non-equilibrium geometry. The level of theory is the ωB97M-V functional and the def2-TZVPD basis.

## Properties
Kohn-Sham gap ... 10.25 eV
HOMO ... -9.35 eV
Total charge ... 0
Relative energy (zero: lowest compared OMol25 entry of this formula, charge and spin) ... 174.7 kJ/mol
SMILES string ... [H]/N=C/[C@](C)(N)[C@H](C)CC
Electronic energy ... -385.77405 a.u.

The geometry in XYZ format:
```
25
Properties=species:S:1:pos:R:3:nbo_charge:R:1
C 0.436 1.279 1.001 -0.423
C 0.734 0.428 2.222 -0.635
C -1.605 0.189 0.134 0.161
N -2.251 -0.573 0.974 -0.676
H -2.851 -0.003 1.579 0.340
H -1.974 1.173 -0.190 0.162
H -0.400 1.956 1.199 0.215
H 1.235 2.026 0.909 0.202
H -0.068 -0.279 2.444 0.212
H 0.861 1.068 3.101 0.212
H 1.659 -0.143 2.113 0.206
C -1.012 -0.410 -2.228 -0.604
C 2.069 -0.116 -0.641 -0.624
C -0.506 -0.435 -0.781 0.008
N -0.246 -1.825 -0.383 -0.824
C 0.684 0.495 -0.554 -0.164
H -0.105 -1.842 0.627 0.364
H -1.127 -2.332 -0.484 0.366
H 0.615 1.352 -1.231 0.207
H -1.281 0.607 -2.533 0.206
H -1.912 -1.023 -2.335 0.213
H -0.248 -0.779 -2.919 0.223
H 2.269 -0.453 -1.665 0.222
H 2.191 -0.979 0.018 0.220
H 2.834 0.622 -0.378 0.210
```

---

(9)
This record from the Open Molecules 2025 dataset describes a 2-piece molecular cluster, C7H16N2 overall in a non-equilibrium geometry. The level of theory is the ωB97M-V functional and the def2-TZVPD basis.

## Properties
Kohn-Sham gap ... 9.29 eV
HOMO ... -8.33 eV
Total charge ... 0
Relative energy (zero: lowest compared OMol25 entry of this formula, charge and spin) ... 269.5 kJ/mol
SMILES string ... C=NC(=C)C.CN(C)C
Electronic energy ... -385.73794 a.u.

The geometry in XYZ format:
```
25
Properties=species:S:1:pos:R:3:nbo_charge:R:1
C -0.536 0.377 2.026 -0.405
C -1.501 2.438 1.275 -0.409
C 0.664 1.770 0.325 -0.433
N -0.285 1.691 1.497 -0.444
H 0.410 -0.130 2.203 0.201
H -1.137 -0.255 1.337 0.159
H -1.076 0.461 2.972 0.198
H -1.248 3.441 0.932 0.199
H -2.172 1.970 0.534 0.155
H -2.045 2.527 2.216 0.199
H 1.392 0.967 0.415 0.215
H 1.197 2.719 0.442 0.200
H 0.229 1.846 -0.681 0.173
C 1.412 -2.035 -2.509 -0.637
C 0.696 -1.957 -1.191 0.161
C -1.268 -0.645 -1.009 -0.035
C 1.267 -2.254 -0.027 -0.483
N -0.656 -1.691 -1.316 -0.407
H 1.484 -1.043 -2.957 0.215
H 2.413 -2.436 -2.376 0.219
H 0.852 -2.669 -3.194 0.226
H -2.345 -0.631 -1.139 0.172
H -0.771 0.293 -0.699 0.158
H 0.724 -2.195 0.900 0.200
H 2.297 -2.558 0.024 0.201
```